Computed, not measured: a structure of composition C24H37N5OSSi2V, with the ωB97M-V functional and the def2-TZVPD basis.

Properties
HOMO (spin up / spin down)   -3.83 / -3.67 eV
Charge   -1
Largest force on an atom   1.0 eV/Å
Expectation value of S²   2.0574
Spin multiplicity   3
Energy above the lowest of the compared OMol25 structures with the same formula, charge and spin   0.0 kJ/mol

Last column: Mulliken charge in e.
CARTESIAN COORDINATES (ANGSTROEM)
V: -0.018940 -0.178788 -0.350586  -0.093
S: 0.746587 -2.554863 -0.400264  -0.589
Si: -2.242466 -1.148903 0.353565  1.166
Si: -0.813751 -0.744377 -2.716172  0.981
O: -0.190439 1.725604 -0.532728  -0.595
N: 2.551823 -3.532731 1.304244  -0.521
N: 1.726632 -0.185446 0.737390  0.836
N: -0.625735 1.339542 2.297264  -0.052
N: -0.333387 3.509552 3.183675  0.638
N: 2.363131 -1.272494 1.355185  -1.162
C: 2.316889 0.936338 0.917382  -0.791
C: -3.503127 0.097666 1.060472  -1.369
C: -2.806246 3.850931 2.927405  -1.151
C: -2.490485 -1.635792 -2.505559  0.356
C: -4.309783 -2.469508 -1.150097  -0.487
C: -0.408053 4.223130 5.587584  -1.102
C: 1.916041 2.272384 0.459484  0.528
C: -3.180450 -2.115325 -3.630064  -0.466
C: 1.909110 -2.394739 0.857231  0.483
C: 0.254696 4.339291 4.218388  -0.829
C: -3.071712 -1.814318 -1.235482  0.316
C: 1.196974 1.678731 3.799086  -1.963
C: 0.730645 2.603711 -0.238454  0.631
C: -4.400672 -2.760868 -3.525563  -0.660
C: -1.403642 4.066912 2.371451  -0.699
C: 1.447900 4.921728 -0.288325  -0.357
C: -4.972068 -2.943442 -2.270035  -0.654
C: 0.205501 -1.856598 -3.857498  -1.291
C: -2.352845 -2.578118 1.591291  -1.311
C: -1.222263 0.782101 -3.767686  -1.284
C: 0.531984 3.949325 -0.619730  -0.497
C: -0.014469 2.170548 3.050871  0.989
C: 2.607242 4.608832 0.426172  -0.934
C: 2.825955 3.293603 0.779741  -0.674
H: 1.093837 1.805539 4.879181  0.541
H: 0.197959 5.372561 3.867722  0.405
H: 3.244043 0.899023 1.489809  0.264
H: -1.426283 4.613435 5.577487  0.281
H: 0.347625 -2.850678 -3.428689  0.308
H: -3.225644 0.370011 2.084011  0.172
H: -0.276515 -1.969177 -4.835395  0.349
H: -3.564636 1.015657 0.467744  0.301
H: 0.157250 4.781133 6.338522  0.403
H: -2.951547 4.391208 3.864525  0.352
H: -1.920513 -3.494389 1.186294  0.291
H: -1.919817 1.435520 -3.237999  0.254
H: -4.908015 -3.123461 -4.413468  0.359
H: -3.559893 4.200224 2.218501  0.409
H: -4.505172 -0.347208 1.088674  0.549
H: 3.724243 3.019793 1.323217  0.374
H: -0.319836 1.367318 -3.970167  0.325
H: 3.014630 -3.419354 2.192022  0.243
H: 1.317395 0.621711 3.577049  0.269
H: -1.802845 -2.323192 2.502809  0.269
H: 1.263026 5.946685 -0.591846  0.377
H: 1.200864 -1.431873 -4.019372  0.313
H: -3.396119 -2.767369 1.867679  0.378
H: -0.370594 4.176589 -1.171851  0.450
H: 2.028281 -4.383925 1.198841  0.260
H: -1.447099 1.731697 1.847912  -0.193
H: 1.318597 4.114973 4.302376  0.445
H: -5.925664 -3.450962 -2.169348  0.367
H: -1.319480 3.642187 1.369448  0.143
H: -0.459647 3.182350 5.911679  0.225
H: -1.672389 0.503953 -4.728098  0.374
H: 3.324664 5.375654 0.686454  0.391
H: -2.997903 2.793335 3.115873  0.182
H: -4.767282 -2.616737 -0.174546  0.204
H: -2.747890 -1.981958 -4.619025  0.194
H: 2.093685 2.222147 3.491593  0.278
H: -1.195515 5.133226 2.255406  0.501

Cartesian forces (eV/Å) of the 6 atoms listed first:
V -0.4 -0.8 -0.1
S -0.2 -0.1 0.1
Si 0.2 0.2 -0.3
Si -0.1 0.1 0.4
O 0.4 0.5 0.0
N -0.1 0.0 0.1

***

Computed, not measured: a cluster of 3 separate species, C24H38Cl2F10NO2 in total in a non-equilibrium geometry, with the ωB97M-V functional and the def2-TZVPD basis.

Properties
HOMO   -11.27 eV
Charge   +1
Largest force on an atom   4.4 eV/Å

Last column: Mulliken charge in e.
CARTESIAN COORDINATES (ANGSTROEM)
Cl: 0.429645 -1.438638 4.225051  -0.105
Cl: 2.587606 -3.656240 5.055114  -0.159
F: -3.205897 3.800852 -1.418309  -0.215
F: -0.055461 1.718409 0.526990  -0.292
F: 3.708267 0.629781 -2.829281  -0.286
F: -4.816910 2.183160 -0.941844  -0.146
F: -0.992899 0.283507 1.988296  -0.259
F: -3.340200 0.101556 0.503751  -0.143
F: -3.973550 2.423176 -2.996493  -0.255
F: -2.962453 0.247526 -2.099510  -0.293
F: -2.621630 2.191416 0.847299  -0.319
F: -1.343502 1.951114 -2.004786  -0.251
O: -8.504564 -1.417248 0.963752  -0.427
O: 7.303202 2.393967 0.016636  -0.433
N: 0.929612 -1.381874 0.580987  0.973
C: 2.557959 -4.697645 2.356919  -0.903
C: -1.142942 -2.702266 1.280297  -0.917
C: 2.717401 -0.336205 -2.503344  -0.357
C: 6.524541 3.520963 -0.363597  -0.413
C: 3.277790 -0.518970 1.016017  -1.222
C: -8.951810 -0.267006 1.670432  -0.279
C: -0.870252 0.569950 0.593017  0.616
C: 0.260805 -0.630640 -1.622509  -1.338
C: -2.478824 1.398380 -1.416630  0.666
C: -9.572018 0.791756 0.774882  -0.972
C: 9.234503 2.878210 -1.431637  -1.031
C: 8.190019 1.877405 -0.966030  -0.257
C: 1.969305 -3.579894 3.335607  0.329
C: 5.615966 3.255565 -1.551700  -0.858
C: -7.512027 -1.203927 -0.026225  -0.710
C: -3.652110 2.499506 -1.619196  0.519
C: 0.468686 -2.571779 1.443112  0.098
C: 1.017382 -2.608860 2.942496  -0.270
C: -1.249473 -2.006201 -0.185854  -0.859
C: -6.223324 -0.610853 0.520168  -0.554
C: -2.323282 1.006875 0.117843  0.361
C: 1.437499 0.424883 -1.875348  -0.549
C: -0.260631 -0.711859 -0.097382  -0.060
C: 1.894283 -0.514199 1.332838  -0.026
H: 3.795804 -1.486694 0.693463  0.235
H: 4.954660 2.409058 -1.345244  0.121
H: -8.853171 1.195398 0.057961  0.205
H: -1.514490 -3.782966 1.227199  0.460
H: 1.669652 -5.315115 1.971179  0.265
H: 0.651431 -1.646847 -1.994412  0.832
H: 3.094937 -1.174477 -1.835577  0.156
H: 3.000100 -4.201774 1.424082  0.194
H: -0.572725 -0.365076 -2.365077  0.389
H: -0.758244 -2.814787 -0.835082  0.452
H: -10.404194 0.370220 0.204569  0.291
H: -5.480978 -0.519895 -0.275329  0.189
H: 6.180937 3.017814 -2.455500  0.249
H: 1.788924 0.990905 -0.961676  0.220
H: -2.285292 -1.834639 -0.616047  0.334
H: -7.912591 -0.587420 -0.837885  0.340
H: 1.579261 -1.873871 -0.062624  0.707
H: 7.173208 4.383240 -0.549391  0.316
H: -9.704580 -0.614946 2.381559  0.340
H: -8.133527 0.152100 2.266237  0.268
H: 2.346939 -0.815299 -3.472022  0.345
H: -7.293485 -2.181068 -0.461066  0.367
H: -5.817157 -1.247229 1.311038  0.270
H: 8.697446 1.026433 -0.507991  0.337
H: 9.917890 2.409927 -2.143345  0.388
H: 4.999764 4.134384 -1.763051  0.448
H: 3.347490 -5.349519 2.834201  0.373
H: 3.876715 0.453792 1.063691  0.318
H: 0.800655 -3.472105 0.811794  0.355
H: -6.380614 0.381117 0.945412  0.257
H: 1.562207 0.208047 2.143390  0.293
H: -9.949321 1.623950 1.375973  0.386
H: 1.103269 1.156109 -2.687870  0.440
H: 9.811363 3.248976 -0.581058  0.284
H: 5.909701 3.778459 0.502614  0.353
H: 7.624032 1.479240 -1.815212  0.237
H: -1.678052 -2.169640 2.131112  0.315
H: 8.781320 3.740544 -1.921842  0.265

Cartesian forces (eV/Å) of the 6 atoms listed first:
Cl 0.4 -1.3 -2.0
Cl -0.9 0.1 -2.4
F -1.1 -3.0 0.2
F -1.4 -2.3 -0.2
F -1.1 -1.5 0.7
F 2.7 0.9 -0.9

***

Computed, not measured: a cluster of 4 separate species, C24H38F3N4O12P2 in total in a non-equilibrium geometry, with the ωB97M-V functional and the def2-TZVPD basis.

Properties
HOMO   -4.73 eV
Charge   -1
Largest force on an atom   1.8 eV/Å

Last column: Mulliken charge in e.
CARTESIAN COORDINATES (ANGSTROEM)
P: -0.207331 0.680652 1.684676  0.671
P: -1.519201 0.226927 -0.168956  1.608
F: -1.581606 -7.694027 5.343680  -0.297
F: 7.172462 7.273142 -6.189366  -0.283
F: 5.665606 2.586471 -1.866084  -0.270
O: 1.048323 -0.365857 1.886719  -0.574
O: 0.634022 -8.152802 5.391862  -0.328
O: -1.064545 0.509640 2.892548  -0.804
O: 2.542474 -9.338246 5.161117  -0.502
O: 4.168561 5.382080 -0.506074  -0.318
O: 0.457592 2.176191 1.755230  -0.407
O: 5.646997 5.927243 -7.175923  -0.324
O: 5.280916 7.003647 -1.598198  -0.543
O: 0.697212 -9.895184 3.997602  -0.328
O: 5.854578 4.840536 -1.860886  -0.332
O: 4.449541 4.062599 -7.612384  -0.505
O: 5.431697 4.353698 -5.606283  -0.276
N: 1.787577 1.981336 -1.208772  -0.360
N: -3.625014 -5.879972 0.964641  -0.540
N: -1.420156 -6.217287 1.606132  -0.538
N: -1.869205 -5.220271 -0.518890  -0.363
C: -2.767269 3.016337 1.847528  0.187
C: -2.733012 -0.406453 -1.523685  -1.076
C: -0.524267 -8.051646 4.574362  0.516
C: 6.358220 5.319661 -5.094331  -0.070
C: -3.367058 3.808742 4.133917  -1.428
C: -2.003748 2.111160 -0.394392  -1.805
C: -3.049872 2.552778 0.566579  0.500
C: 5.588138 3.681741 -1.076130  0.332
C: -0.665662 -9.456486 4.041763  -0.423
C: -4.396002 2.484960 0.192590  -0.587
C: -2.251232 -2.947174 -1.591224  -0.642
C: -2.230081 -5.795063 0.723023  0.140
C: 5.104696 5.857967 -1.338371  0.646
C: -5.106280 3.284198 2.360729  -0.618
C: 1.250470 0.836190 -1.049922  -0.737
C: -0.093440 0.422875 -1.494989  -1.075
C: -1.736985 -3.714739 -0.361401  -0.505
C: 4.185203 3.938984 -0.580513  -0.238
C: -3.773736 3.374701 2.748983  0.525
C: -5.408771 2.845590 1.077153  -0.762
C: 1.408499 -9.149267 4.880751  0.638
C: 5.108329 4.707781 -6.871883  0.640
C: -3.237662 -1.818472 -1.231320  -1.025
C: 6.064939 6.521335 -5.959741  0.360
H: -2.680128 -3.671477 -2.272345  0.549
H: 3.429375 3.593466 -1.283806  0.259
H: -1.742137 3.068412 2.177176  0.296
H: -0.366989 -7.296065 3.804417  0.175
H: -0.434174 1.145337 -2.236980  0.616
H: -2.271809 -3.429889 0.538481  0.395
H: -1.129020 2.760957 -0.401667  0.526
H: -0.455001 -6.095267 1.305103  0.190
H: -2.442025 2.186969 -1.386855  0.600
H: -4.128677 4.407503 4.618214  0.413
H: 1.861556 0.088521 -0.550436  0.419
H: 6.343521 3.606355 -0.291506  0.224
H: -3.618862 0.223275 -1.576007  0.224
H: -1.229373 -10.089311 4.729015  0.277
H: -3.590024 -1.875269 -0.203255  0.444
H: -1.375531 -2.489991 -2.040636  0.186
H: 0.664966 -1.136839 2.315808  0.337
H: -2.287620 -0.364536 -2.516546  0.519
H: -1.090191 -1.163707 0.035588  -0.778
H: -0.003992 -0.529988 -2.014587  0.300
H: -3.157504 2.910163 4.708985  0.263
H: -3.923529 -5.081886 1.513260  0.271
H: -0.929746 -5.567499 -0.667971  0.325
H: -6.447654 2.792199 0.787456  0.363
H: -2.424315 4.341528 4.061012  0.357
H: -2.597537 0.074319 0.778468  0.204
H: -4.120048 -1.955137 -1.858875  0.394
H: -0.692917 -3.478010 -0.182505  0.292
H: 1.093490 2.550532 -1.702691  0.217
H: -1.120200 -9.494359 3.055665  0.270
H: -5.883633 3.543845 3.061774  0.387
H: 5.271446 7.167527 -5.581860  0.290
H: -3.773206 -6.696752 1.540821  0.289
H: 3.982494 3.498601 0.390236  0.248
H: 6.193575 5.501712 -4.038091  -0.026
H: -4.688741 2.138877 -0.787498  0.313
H: 1.113263 2.191397 2.463184  0.257
H: 7.376980 4.958272 -5.242416  0.237

Cartesian forces (eV/Å) of the 6 atoms listed first:
P -1.2 0.2 1.3
P -1.0 -0.2 -1.5
F 0.1 0.0 0.0
F 0.0 0.0 0.0
F 0.1 0.1 0.0
O 0.6 0.4 -0.6

***

Values of molecular weight, in order: 550.78, 633.46, 693.53, all in g/mol.